# 1
ORCA calculation (the ωB97M-V functional and the def2-TZVPD basis) on 2 unconnected molecules or ions with the total composition C3H4NOP at a distorted geometry.

Atoms and positions in Å:
P (-0.4940, -1.1249, -2.6111)
C (0.0163, 0.5070, -2.3161)
O (-0.4068, -2.4039, 0.9582)
H (-1.8549, -0.0155, 1.2308)
C (-0.8493, 0.0103, 0.8049)
N (0.2018, 1.5294, -1.7556)
H (0.6710, -1.4368, -3.5493)
H (-0.7959, 0.7393, -0.0195)
C (-0.5629, -1.3642, 0.4862)
H (-0.2341, 0.5903, 1.5078)

Force components x, y, z for each atom (eV/Å):
P 0.7 -1.0 -1.0
C 0.6 2.5 1.9
O -0.1 -0.2 0.2
H -0.1 0.1 -0.1
C -0.6 2.2 0.2
N -0.3 -1.8 -1.6
H -1.1 0.3 1.4
H -0.4 -0.9 -0.3
C 1.0 -0.1 -1.2
H 0.4 -1.1 0.4

For the lowest unoccupied orbital energy (alpha / beta), the calculation gives -1.697 / -0.466 eV. The value obtained for the HOMO energy (alpha / beta) is -7.67 / -8.42 eV. The value obtained for the energy relative to the best compared isomer or geometry (same formula, charge and spin) is 60.8 kcal/mol. The value obtained for the energy is -15998.379 eV.

Löwdin population analysis, charges in e, atoms 1 to 5: 0.6992 -0.7335 0.1708 0.1072 -0.0653

# 2
ORCA calculation (the ωB97M-V functional and the def2-TZVPD basis) on a molecular structure, C10H8NO9P2V.

Atoms and positions in Å:
O (-3.3638, 0.3183, 1.1429)
H (-2.5388, 1.9695, 2.9845)
O (-2.0819, -1.3491, -1.2213)
C (2.6560, 1.9497, 0.3338)
H (3.4455, -1.9110, -2.4740)
P (-3.1357, 1.9731, 0.8840)
O (-1.2460, -0.6515, 1.5869)
N (0.2342, -0.4725, -0.9229)
H (2.6923, 2.8407, 0.9455)
H (1.2335, -3.0452, -2.8291)
P (-2.6037, -0.4969, 2.3717)
O (-2.6390, 0.2454, 3.6251)
C (2.5374, -1.5108, -2.0403)
H (4.7386, -0.0578, -1.4497)
C (3.8293, 0.3304, -1.0099)
O (-2.4205, 2.4949, 2.1586)
O (-1.4160, -3.2432, -2.2468)
C (1.4184, 0.1690, -0.6819)
O (-3.2426, -1.9160, 2.3160)
C (3.8493, 1.4508, -0.2333)
C (1.4590, 1.3275, 0.1164)
C (2.6109, -0.3457, -1.2549)
C (-1.1556, -2.1942, -1.7720)
O (-4.3037, 2.6257, 0.3561)
C (0.2081, -1.5789, -1.6657)
H (0.5472, 1.7256, 0.5446)
H (-3.9032, -2.1097, 2.9976)
V (-1.5985, -0.0583, -0.1283)
C (1.3337, -2.1401, -2.2476)
O (-1.9251, 1.6933, -0.1386)
H (4.7805, 1.9671, -0.0471)

Force components x, y, z for each atom (eV/Å):
O -0.1 0.0 0.0
H 0.0 0.0 0.0
O -0.3 0.4 0.3
C 0.0 0.0 0.0
H 0.0 0.0 0.0
P -0.2 0.1 0.2
O 0.0 -0.1 -0.3
N -0.3 -0.1 0.0
H 0.0 0.0 0.0
H 0.0 0.0 0.0
P 0.1 -0.2 0.1
O 0.0 0.0 0.0
C 0.0 0.0 0.0
H 0.0 0.0 0.0
C 0.1 0.0 0.0
O -0.1 0.0 0.0
O 0.0 0.1 0.0
C 0.1 0.0 0.0
O 0.0 0.0 0.1
C 0.0 0.0 0.0
C 0.0 0.0 0.0
C -0.1 0.0 0.0
C 0.3 -0.3 -0.3
O 0.0 0.0 0.0
C 0.1 0.1 0.1
H 0.0 0.0 0.0
H 0.0 0.0 0.0
V 0.2 0.4 0.5
C 0.0 0.0 0.0
O 0.3 -0.4 -0.5
H 0.0 0.0 0.0

For the lowest unoccupied orbital energy (alpha / beta), the calculation gives -6.590 / -5.973 eV. The value obtained for the HOMO energy (alpha / beta) is -13.26 / -13.30 eV. As for the charge: +1. The value obtained for the energy relative to the best compared isomer or geometry (same formula, charge and spin) is 4.8 kcal/mol. As for the expectation value of S²: 0.76. Its spin multiplicity is 2. The value obtained for the energy is -74685.006 eV.

Löwdin population analysis, charges in e, atoms 1 to 5: -0.2906 0.0834 -0.0863 -0.0169 0.1406

# 3
ORCA calculation (the ωB97M-V functional and the def2-TZVPD basis) on a molecular structure, C2H2Cl3OP at a distorted geometry.

Atoms and positions in Å:
H (-0.8030, 0.0477, 0.2639)
C (0.5083, -0.3468, 0.0796)
Cl (1.2700, -0.2521, 1.7058)
H (0.5705, 1.1388, -1.5813)
P (0.8527, -2.2152, 0.4276)
C (1.1378, 0.5753, -0.9072)
Cl (2.1773, 1.7892, -0.1976)
Cl (2.2499, -0.5340, -2.0123)
O (-0.3117, -2.9263, 1.0128)

Force components x, y, z for each atom (eV/Å):
H 4.2 -1.4 -0.6
C -5.3 1.3 1.5
Cl 0.0 0.4 0.6
H -1.4 0.0 -0.9
P -0.4 -1.2 -0.3
C 2.9 -1.5 -0.3
Cl 0.3 0.5 0.0
Cl -0.8 0.9 0.6
O 0.5 1.0 -0.6

For the lowest unoccupied orbital energy, the calculation gives -0.046 eV. The value obtained for the HOMO energy is -9.84 eV. The value obtained for the energy relative to the best compared isomer or geometry (same formula, charge and spin) is 77.6 kcal/mol. The value obtained for the energy is -51008.135 eV.

Löwdin population analysis, charges in e, atoms 1 to 5: 0.2012 -0.9180 0.5602 0.0261 0.6933

# 4
ORCA calculation (the ωB97M-V functional and the def2-TZVPD basis) on a molecular structure, C9H12Cl2N4O3ScTl at a distorted geometry.

Atoms and positions in Å:
C (0.7934, -0.8657, -0.4236)
O (1.8251, -0.8786, -0.9993)
O (-8.6852, -2.7408, -2.5111)
H (2.1741, -0.2384, 2.2521)
C (-0.5786, 1.8614, 2.3382)
H (0.0545, 1.2181, 4.8403)
N (1.8476, 1.1584, 3.7668)
O (-7.1924, -2.4795, -5.1119)
N (2.0778, 2.9722, 2.1065)
H (-1.0918, 2.4789, 1.5757)
Cl (-2.0193, 0.9573, -1.1642)
H (0.9953, 2.7278, 0.3308)
N (-0.0157, 2.7788, 3.4158)
H (1.1954, 2.5453, 5.1739)
H (0.6380, -0.4798, 3.1800)
C (-7.7490, -2.1338, -2.2099)
H (3.1969, 2.7838, 3.8870)
H (-1.2963, 1.1524, 2.8058)
C (2.7579, 2.1375, 3.1099)
Cl (-5.7010, -1.4624, -0.2089)
H (0.4528, 4.2817, 2.0022)
C (0.7381, 1.9347, 4.3773)
Tl (-4.2236, -1.0081, -2.2389)
N (0.5431, 1.0452, 1.6437)
C (-6.5006, -2.0229, -4.2996)
H (2.3489, 1.5286, 0.5949)
C (1.3115, 0.2609, 2.7179)
Sc (-0.9408, -0.1545, 0.5737)
C (0.9633, 3.6915, 2.7688)
C (1.5166, 2.0777, 1.0550)
H (3.5480, 1.5728, 2.6021)
H (1.4101, 4.3924, 3.4950)

Force components x, y, z for each atom (eV/Å):
C 9.1 -0.6 -5.2
O -6.8 -0.1 3.8
O 4.0 2.7 1.7
H -0.4 0.1 -0.1
C 0.7 1.0 0.8
H 0.0 0.2 0.1
N -1.4 0.5 -1.9
O 3.4 2.2 3.6
N -1.8 -2.0 0.1
H 0.3 -0.1 0.3
Cl 0.4 -0.8 0.7
H 0.1 -0.5 0.2
N 0.5 -1.6 -1.3
H -0.5 0.0 -0.4
H 0.1 0.1 0.0
C -4.0 -2.8 -1.2
H -0.1 -0.3 -0.3
H 0.1 0.1 0.2
C 1.0 -0.2 0.2
Cl -0.4 -0.1 -0.4
H 0.0 0.0 0.2
C 0.2 -0.6 0.7
Tl -0.4 0.1 -0.4
N -0.9 0.0 -0.4
C -3.3 -2.2 -3.7
H -0.3 0.1 0.0
C 0.9 0.5 1.2
Sc -1.1 2.2 2.0
C 0.3 0.8 -0.7
C 1.0 1.4 0.3
H 0.1 0.2 0.2
H -0.5 -0.4 -0.1

For the lowest unoccupied orbital energy (alpha / beta), the calculation gives -18.546 / -19.029 eV. The value obtained for the HOMO energy (alpha / beta) is -20.36 / -20.50 eV. As for the charge: +4. The value obtained for the energy relative to the best compared isomer or geometry (same formula, charge and spin) is 45.2 kcal/mol. The value obtained for the energy is -72017.797 eV.

Löwdin population analysis, charges in e, atoms 1 to 5: 0.0604 0.2630 0.2589 0.1475 -0.1397

# 5
ORCA calculation (the ωB97M-V functional and the def2-TZVPD basis) on a molecular structure, C10H12CrF6N6O6S2 at a distorted geometry.

Atoms and positions in Å:
F (-2.0009, -0.9999, 4.4071)
C (0.7108, 1.1809, -1.8120)
S (-1.3700, 0.6049, 2.3863)
C (2.3244, 1.3386, 1.6508)
N (-0.6335, -0.7465, 1.9760)
O (-0.3774, 1.5198, 2.8550)
O (-0.9989, -3.2034, 1.8526)
F (-2.3111, -2.6632, -0.9704)
Cr (-0.1426, 0.7125, 0.0647)
N (1.3561, 1.7961, 0.8795)
H (2.4946, -1.2223, -0.1282)
H (-2.5683, -0.8761, -4.3385)
C (-0.6372, -1.7684, -4.5816)
C (0.6986, -1.7226, -4.2139)
F (-0.2907, -1.9348, -0.7134)
C (-1.5257, -0.8399, -4.0565)
C (0.2573, 0.1695, -2.7636)
H (3.4298, -0.3159, 2.0398)
N (2.9262, 2.0568, 2.6073)
C (-1.5679, -1.8060, -0.2971)
H (1.4007, -2.4228, -4.6445)
H (0.3017, 2.1651, -2.0541)
C (-2.3821, 0.1868, 3.9254)
S (-1.6004, -1.9396, 1.6022)
O (1.2867, 3.8697, 1.7485)
H (1.8009, 1.2360, -1.8053)
O (-2.9455, -1.6743, 1.9698)
C (1.1331, -0.7811, -3.2996)
H (2.5275, 2.9847, 2.7546)
H (1.5289, -1.4796, 1.2103)
O (-0.2652, 3.1061, 0.4179)
H (-0.9778, -2.5096, -5.2910)
N (2.7994, 0.0886, 1.3536)
F (-1.9409, -0.5572, -0.6595)
F (-2.1253, 1.0944, 4.8706)
N (0.7883, 2.9956, 1.0510)
H (3.5357, 1.6308, 3.2825)
H (2.1734, -0.7413, -3.0121)
C (-1.0803, 0.1326, -3.1824)
O (-2.2665, 1.0467, 1.3697)
N (1.9768, -0.7808, 0.6235)
H (-1.7577, 0.8840, -2.7985)
F (-3.6848, 0.1849, 3.7236)

Force components x, y, z for each atom (eV/Å):
F 0.1 0.1 -0.1
C -0.2 0.1 0.2
S -0.7 0.1 2.1
C 1.0 0.4 0.4
N 0.5 0.5 0.1
O 0.2 0.0 0.5
O 0.4 0.0 0.1
F 0.0 0.1 0.6
Cr 0.3 -0.7 -2.1
N 0.6 -0.7 0.0
H 0.0 0.2 0.1
H -0.1 0.0 -0.1
C 0.0 -0.1 -0.1
C -0.1 -0.1 0.1
F -0.2 -0.3 0.2
C 0.0 0.0 0.0
C -0.1 0.0 -0.6
H -0.1 0.1 -0.2
N -0.4 -0.2 -0.4
C 0.4 -0.5 0.0
H 0.0 -0.1 0.0
H 0.0 0.0 0.0
C -0.1 0.0 0.7
S -0.5 -1.2 -1.8
O -0.2 -0.1 -0.3
H 0.0 0.1 0.2
O -0.6 -0.2 0.1
C -0.2 0.1 0.0
H 0.2 -0.2 0.1
H 0.1 0.2 0.1
O 0.8 0.5 0.7
H 0.0 0.0 0.0
N -0.3 0.1 0.6
F -0.2 0.2 0.1
F 0.2 0.1 -0.3
N -0.6 1.2 -0.1
H 0.0 0.0 0.0
H 0.2 0.0 0.0
C 0.3 -0.1 -0.1
O -0.5 0.5 -0.4
N 0.1 0.0 -0.1
H -0.1 0.0 0.0
F 0.1 0.1 -0.3

For the lowest unoccupied orbital energy (alpha / beta), the calculation gives -0.682 / -0.639 eV. The value obtained for the HOMO energy (alpha / beta) is -7.46 / -7.50 eV. The value obtained for the energy relative to the best compared isomer or geometry (same formula, charge and spin) is 37.3 kcal/mol. As for the expectation value of S²: 6.06. Its spin multiplicity is 5. The value obtained for the energy is -98181.532 eV.

Löwdin population analysis, charges in e, atoms 1 to 5: 0.1304 -0.1864 0.5866 -0.3563 -0.3243

# 6
ORCA calculation (the ωB97M-V functional and the def2-TZVPD basis) on a molecular structure, C4H4CsO at a distorted geometry.

Atoms and positions in Å:
C (2.1108, 1.2973, -0.0070)
C (-1.0586, -0.3789, -0.7241)
C (0.1687, -0.1641, -0.3464)
H (2.7335, 0.6950, -0.6718)
H (0.0818, -1.3084, 0.3074)
C (0.8021, 1.0569, 0.1357)
H (0.2061, 1.6803, 0.8075)
O (-1.6573, -1.3861, -0.3599)
H (2.5407, 2.2341, 0.3481)
Cs (-5.9278, -3.7261, 0.5103)

Force components x, y, z for each atom (eV/Å):
C -0.5 0.6 -0.7
C -1.5 -6.0 3.1
C 1.8 -0.7 2.4
H -0.2 0.0 0.4
H 2.7 4.1 -1.6
C 1.4 -0.2 0.2
H 0.1 0.1 -0.4
O -3.8 2.4 -3.6
H 0.0 -0.4 0.2
Cs 0.1 0.0 0.0

For the lowest unoccupied orbital energy (alpha / beta), the calculation gives -4.032 / -4.089 eV. The value obtained for the HOMO energy (alpha / beta) is -10.98 / -11.05 eV. As for the charge: +1. The value obtained for the energy relative to the best compared isomer or geometry (same formula, charge and spin) is 83.1 kcal/mol. The value obtained for the energy is -6796.932 eV.

Löwdin population analysis, charges in e, atoms 1 to 5: 0.0217 -0.1141 -0.1429 0.0698 0.2385

What did the first record say?
ORCA calculation (the ωB97M-V functional and the def2-TZVPD basis) on 2 unconnected molecules or ions with the total composition C3H4NOP at a distorted geometry.

Atoms and positions in Å:
P (-0.4940, -1.1249, -2.6111)
C (0.0163, 0.5070, -2.3161)
O (-0.4068, -2.4039, 0.9582)
H (-1.8549, -0.0155, 1.2308)
C (-0.8493, 0.0103, 0.8049)
N (0.2018, 1.5294, -1.7556)
H (0.6710, -1.4368, -3.5493)
H (-0.7959, 0.7393, -0.0195)
C (-0.5629, -1.3642, 0.4862)
H (-0.2341, 0.5903, 1.5078)

Force components x, y, z for each atom (eV/Å):
P 0.7 -1.0 -1.0
C 0.6 2.5 1.9
O -0.1 -0.2 0.2
H -0.1 0.1 -0.1
C -0.6 2.2 0.2
N -0.3 -1.8 -1.6
H -1.1 0.3 1.4
H -0.4 -0.9 -0.3
C 1.0 -0.1 -1.2
H 0.4 -1.1 0.4

For the lowest unoccupied orbital energy (alpha / beta), the calculation gives -1.697 / -0.466 eV. The value obtained for the HOMO energy (alpha / beta) is -7.67 / -8.42 eV. The value obtained for the energy relative to the best compared isomer or geometry (same formula, charge and spin) is 60.8 kcal/mol. The value obtained for the energy is -15998.379 eV.

Löwdin population analysis, charges in e, atoms 1 to 5: 0.6992 -0.7335 0.1708 0.1072 -0.0653

- The highest energy relative to the best compared isomer or geometry (same formula, charge and spin) belongs to which entry?
  C4H4CsO